Entry 1:
Entry from OMol25: a molecular structure, C30H22CrF3N3O2PSe (the ωB97M-V functional and the def2-TZVPD basis).

Properties
**Total charge**: 0
**LUMO energy (alpha / beta)**: -0.882 / -0.496 eV
**Gap between HOMO and LUMO (alpha / beta)**: 6.581 / 6.898 eV
**Relative energy (zero: lowest compared OMol25 entry of this formula, charge and spin)**: 0.00 kJ/mol
**E_HOMO (alpha / beta)**: -0.274 / -0.272 Eh
**⟨S²⟩**: 0.76
**Spin multiplicity**: 2

Each line ends with the Mulliken spin population.
Geometry (Å):
Cr 0.81 1.18 1.10  1.13
C -3.92 -2.65 2.85  0.00
C -4.14 -2.43 1.50  0.00
C -3.19 -1.76 0.73  0.00
C -2.02 -1.31 1.32  -0.01
C -1.80 -1.51 2.68  0.00
C -2.75 -2.18 3.44  0.00
P -0.64 -0.57 0.38  -0.05
C -1.37 -0.18 -1.25  -0.02
C -1.03 -0.85 -2.42  0.00
C -1.59 -0.45 -3.63  0.00
C -2.48 0.61 -3.67  0.00
C -2.81 1.28 -2.50  0.00
C -2.25 0.90 -1.30  0.01
C 0.52 -1.94 0.19  0.01
C 0.20 -3.19 -0.27  0.00
C 1.16 -4.22 -0.23  0.00
C 2.40 -3.98 0.30  0.00
C 2.75 -2.71 0.81  0.00
C 4.02 -2.45 1.39  0.01
C 4.30 -1.21 1.89  0.00
C 3.34 -0.16 1.81  -0.01
C 2.11 -0.35 1.24  -0.04
C 1.80 -1.66 0.74  -0.01
H -4.65 -3.17 3.44  0.00
H -5.05 -2.78 1.04  0.00
H -3.38 -1.60 -0.33  0.00
H -0.90 -1.14 3.15  0.00
H -2.58 -2.33 4.50  0.00
H -0.33 -1.67 -2.39  0.00
H -1.32 -0.97 -4.54  0.00
H -2.92 0.91 -4.62  0.00
H -3.51 2.12 -2.53  0.00
H -2.50 1.44 -0.39  0.00
H -0.80 -3.40 -0.64  0.00
H 0.91 -5.21 -0.60  0.00
H 3.13 -4.78 0.36  0.00
H 4.75 -3.25 1.46  0.00
H 5.26 -1.02 2.34  0.00
H 3.61 0.82 2.20  0.00
N 1.77 2.82 -4.80  0.00
C 1.59 2.42 -3.51  0.00
C 0.73 3.12 -2.65  0.00
C 0.57 2.68 -1.37  0.00
N 1.17 1.58 -0.89  -0.01
C 1.99 0.91 -1.71  0.00
C 2.23 1.29 -3.00  0.00
H 1.45 3.73 -5.08  0.00
H 2.53 2.43 -5.33  0.00
H 0.22 4.02 -2.98  0.00
H -0.07 3.22 -0.68  0.00
H 2.48 0.04 -1.29  0.00
H 2.91 0.71 -3.61  0.00
Se 2.77 5.46 1.18  0.02
C 2.31 3.77 1.39  0.01
N 1.99 2.65 1.51  -0.01
F -2.54 3.65 3.36  0.00
C -1.77 2.65 3.78  0.00
F -2.57 1.66 4.20  0.00
F -1.04 3.07 4.81  0.00
C -0.86 2.13 2.66  -0.02
O -0.97 2.57 1.50  0.01
O -0.04 1.22 2.97  -0.01

Entry 2:
Entry from OMol25: a molecular structure, C30H22FeNO2P (the ωB97M-V functional and the def2-TZVPD basis).

Properties
**Total charge**: 0
**LUMO energy (alpha / beta)**: -0.019 / -0.014 eV
**Gap between HOMO and LUMO (alpha / beta)**: 8.021 / 7.975 eV
**Relative energy (zero: lowest compared OMol25 entry of this formula, charge and spin)**: 2.39 kJ/mol
**E_HOMO (alpha / beta)**: -0.295 / -0.294 Eh
**Spin multiplicity**: 1

Each line ends with the Mulliken charge.
Geometry (Å):
Fe 0.24 0.12 0.60  -0.47
O 0.23 4.09 1.19  -0.66
C -0.25 2.98 1.17  0.22
O 0.43 1.88 1.23  -0.83
C -1.77 2.85 1.15  0.51
C -2.47 3.82 1.86  -0.71
C -3.85 3.80 1.92  -0.67
C -4.56 2.83 1.23  -0.72
C -3.88 1.88 0.48  -0.91
C -2.48 1.88 0.43  0.42
P -1.56 0.66 -0.57  1.93
C -2.85 -0.51 -1.14  0.06
C -3.63 -0.24 -2.26  -0.10
C -4.63 -1.13 -2.64  -0.74
C -4.85 -2.29 -1.91  -0.50
C -4.08 -2.56 -0.80  -0.76
C -3.08 -1.67 -0.41  -0.33
C -1.15 1.56 -2.10  0.38
C -1.19 2.95 -2.19  -0.66
C -0.81 3.58 -3.36  -0.78
C -0.41 2.84 -4.46  -0.60
C -0.38 1.45 -4.38  -0.84
C -0.73 0.82 -3.21  0.11
H -1.90 4.59 2.37  0.51
H -4.38 4.54 2.51  0.39
H -5.64 2.80 1.27  0.43
H -4.44 1.14 -0.08  0.36
H -3.47 0.66 -2.84  0.47
H -5.23 -0.91 -3.51  0.41
H -5.63 -2.98 -2.22  0.40
H -4.25 -3.46 -0.22  0.43
H -2.49 -1.89 0.46  0.31
H -1.50 3.54 -1.34  0.36
H -0.83 4.66 -3.42  0.41
H -0.12 3.34 -5.38  0.38
H -0.05 0.87 -5.23  0.42
H -0.67 -0.26 -3.14  0.54
C -0.54 -3.97 1.62  -0.68
C -0.07 -4.63 0.50  -0.46
C 0.53 -3.90 -0.51  -0.75
C 0.65 -2.52 -0.39  0.92
N 0.14 -1.88 0.69  0.01
C -0.41 -2.59 1.67  -0.21
C 1.32 -1.62 -1.33  0.89
C 1.98 -2.04 -2.48  -0.45
C 2.68 -1.12 -3.25  -0.87
C 2.72 0.21 -2.85  -0.61
C 2.04 0.63 -1.72  -0.04
C 1.31 -0.27 -0.94  -0.23
H -1.00 -4.50 2.45  0.43
H -0.16 -5.70 0.41  0.44
H 0.92 -4.40 -1.39  0.40
H -0.78 -2.03 2.52  0.40
H 1.98 -3.09 -2.79  0.34
H 3.20 -1.44 -4.14  0.39
H 3.28 0.93 -3.44  0.43
H 2.06 1.68 -1.44  0.48

Entry 3:
Entry from OMol25: a molecular structure, C30H23AsClF6NO3PPdS (the ωB97M-V functional and the def2-TZVPD basis).

Properties
**Total charge**: +2
**LUMO energy (alpha / beta)**: -5.834 / -9.137 eV
**Gap between HOMO and LUMO (alpha / beta)**: 8.343 / 5.554 eV
**E_HOMO (alpha / beta)**: -0.521 / -0.540 Eh
**⟨S²⟩**: 8.83
**Spin multiplicity**: 6

Each line ends with the Mulliken spin population.
Geometry (Å):
Pd 0.45 -1.82 -0.27  1.61
Cl -6.16 -4.21 -1.97  0.11
C -4.84 -3.28 -1.45  0.28
C -4.98 -2.38 -0.37  -0.05
C -3.92 -1.64 0.03  0.18
C -2.62 -1.76 -0.61  0.08
O -1.68 -1.06 -0.17  0.29
C -2.51 -2.69 -1.72  0.06
C -1.29 -2.89 -2.50  0.01
O -0.20 -2.36 -2.29  0.10
C -3.60 -3.42 -2.12  0.04
H -5.94 -2.31 0.12  0.00
H -4.00 -0.95 0.86  0.01
H -1.37 -3.56 -3.36  0.01
H -3.53 -4.12 -2.94  0.00
O 0.97 -1.13 1.68  0.22
N 2.15 -1.55 2.03  0.09
C 2.37 -1.85 3.32  -0.04
C 3.61 -2.30 3.74  0.13
C 4.64 -2.45 2.82  -0.05
C 4.42 -2.13 1.50  0.09
C 3.15 -1.68 1.09  -0.02
S 2.82 -1.35 -0.54  0.82
H 1.51 -1.73 3.96  0.00
H 3.74 -2.53 4.78  0.00
H 5.61 -2.82 3.14  0.00
H 5.18 -2.24 0.75  0.00
C 3.81 4.90 -1.38  0.00
C 4.19 3.63 -0.99  0.02
C 3.23 2.72 -0.57  0.05
C 1.89 3.10 -0.56  0.07
C 1.50 4.37 -0.95  0.00
C 2.47 5.28 -1.36  0.01
As 0.52 1.86 -0.05  0.48
C -0.44 2.48 1.44  0.04
C -1.62 1.84 1.82  0.01
C -2.31 2.30 2.92  -0.02
C -1.82 3.37 3.66  0.07
C -0.62 3.98 3.31  -0.02
C 0.09 3.53 2.21  0.05
C -0.65 1.59 -1.53  0.11
C -0.20 0.87 -2.63  0.02
C -1.02 0.73 -3.73  -0.01
C -2.28 1.31 -3.74  0.04
C -2.73 2.04 -2.65  -0.01
C -1.92 2.18 -1.53  0.01
H 4.56 5.62 -1.70  0.00
H 5.23 3.35 -1.00  0.00
H 3.53 1.72 -0.26  -0.01
H 0.46 4.67 -0.95  0.00
H 2.18 6.27 -1.66  0.00
H -1.99 1.00 1.25  0.02
H -3.24 1.82 3.22  0.00
H -2.36 3.72 4.53  0.00
H -0.24 4.81 3.89  0.00
H 1.02 4.00 1.93  0.00
H 0.79 0.43 -2.64  0.01
H -0.67 0.18 -4.60  0.00
H -2.92 1.21 -4.61  0.00
H -3.70 2.52 -2.66  0.00
H -2.27 2.75 -0.68  0.00
F -0.78 -3.88 0.28  0.02
P 0.50 -4.94 0.43  0.00
F -0.02 -5.69 -0.86  0.00
F 1.31 -3.83 -0.64  0.06
F -0.30 -5.84 1.43  0.00
F 1.04 -3.98 1.63  0.00
F 1.83 -5.79 0.49  0.00

Entry 4:
Entry from OMol25: a molecular structure, C30H23AuN3O2Sb in a non-equilibrium geometry (the ωB97M-V functional and the def2-TZVPD basis).

Properties
**Total charge**: 0
**LUMO energy**: -0.160 eV
**Gap between HOMO and LUMO**: 8.405 eV
**E_HOMO**: -0.315 Eh
**Spin multiplicity**: 1

Each line ends with the Mulliken charge.
Geometry (Å):
Au 1.08 1.23 0.31  0.59
O 2.56 4.62 1.82  -0.66
C 2.17 3.44 1.84  0.18
N 2.59 2.38 1.11  -0.04
C 3.89 2.31 0.56  0.25
O 4.79 3.11 0.81  -0.61
C 4.08 1.17 -0.36  0.84
C 4.86 1.30 -1.53  -0.79
C 5.09 0.17 -2.31  -0.39
C 4.51 -1.07 -1.92  -0.64
C 3.82 -1.12 -0.70  -0.34
N 3.61 0.03 0.06  -0.36
C 1.14 3.20 2.84  0.66
C 0.44 4.34 3.39  -0.50
C -0.53 4.11 4.38  -0.57
C -0.85 2.74 4.69  -0.55
C -0.03 1.72 4.17  -0.22
N 0.86 1.97 3.21  -0.37
H 5.23 2.29 -1.68  0.50
H 5.69 0.14 -3.20  0.43
H 4.54 -1.96 -2.51  0.41
H 3.54 -2.05 -0.20  0.47
H 0.82 5.28 3.02  0.51
H -0.89 4.95 4.97  0.44
H -1.65 2.42 5.30  0.49
H -0.05 0.66 4.48  0.40
C -4.36 1.13 2.10  -0.56
C -4.27 -0.26 1.74  -0.76
C -3.31 -0.64 0.79  -0.12
C -2.40 0.28 0.27  0.25
C -2.53 1.60 0.58  -0.44
C -3.45 2.02 1.50  -0.59
Sb -0.57 -0.42 -0.56  0.67
C -0.56 -2.51 0.12  0.21
C 0.57 -3.20 0.67  -0.28
C 0.68 -4.58 0.62  -0.65
C -0.21 -5.30 -0.18  -0.27
C -1.26 -4.68 -0.80  -1.04
C -1.48 -3.31 -0.53  -0.26
C -1.21 -0.68 -2.63  0.09
C -2.17 0.17 -3.16  -0.12
C -2.51 0.08 -4.57  -0.67
C -1.88 -0.89 -5.33  -0.25
C -1.02 -1.85 -4.75  -0.76
C -0.83 -1.84 -3.36  -0.26
H -4.97 1.54 2.89  0.39
H -4.92 -0.99 2.13  0.50
H -3.27 -1.71 0.46  0.11
H -1.81 2.28 0.13  0.47
H -3.30 3.05 1.89  0.34
H 1.28 -2.76 1.36  0.50
H 1.48 -5.05 1.17  0.44
H 0.04 -6.37 -0.22  0.31
H -1.95 -5.20 -1.48  0.42
H -2.36 -2.83 -0.98  0.37
H -2.70 0.95 -2.60  0.35
H -3.20 0.82 -5.00  0.36
H -1.97 -0.94 -6.41  0.37
H -0.62 -2.62 -5.39  0.42
H -0.27 -2.71 -3.01  0.30

Q: Look up the spin multiplicity of the first one.
A: 2